1.
A cluster of 5 separate species, C24H63N4O9 in total at a distorted geometry, computed with the ωB97M-V functional and the def2-TZVPD basis.

Geometry as XYZ:
```
100
Properties=species:S:1:pos:R:3:mulliken_charge:R:1
C -0.226 -0.197 -2.431 -0.93
N -0.617 1.042 -1.914 0.97
H 0.230 -0.089 2.114 0.06
C -7.792 0.723 -4.073 -0.90
C -1.132 3.301 -2.350 -1.03
H 1.239 -0.264 3.529 0.47
H 0.646 2.256 -0.552 0.60
H 4.098 5.003 0.772 0.61
H 4.012 -9.195 5.782 0.40
H 0.795 -0.071 -2.914 0.32
H 0.368 5.651 -0.861 0.43
O 0.717 -2.299 -1.749 -0.28
H 4.120 -0.820 -0.208 0.46
H -0.949 4.239 -2.884 0.59
H -8.312 1.740 -6.485 0.27
C 0.657 3.436 3.314 -1.26
H 5.117 -9.115 4.542 0.26
H -0.021 2.742 3.340 0.45
C 3.501 -7.052 4.341 -0.52
H 3.617 -0.712 -1.902 0.25
H 1.953 5.550 2.056 0.38
H -0.815 -0.505 -3.431 0.23
O 3.357 0.768 -0.676 -0.22
C 4.658 1.303 -0.687 -0.78
H 0.367 2.101 -3.458 0.38
H 1.441 2.309 0.872 0.21
H 2.793 4.829 -0.094 0.34
H -1.284 5.411 -0.710 0.37
H -1.628 0.938 -1.610 -0.55
N 3.601 2.966 0.729 -0.42
C -4.459 1.708 -0.575 -1.52
O 1.339 3.437 2.089 -0.39
H 0.052 -0.812 -0.318 -0.11
C 2.308 4.506 2.071 -1.11
H 3.648 -10.274 4.631 0.27
O 0.873 -1.920 2.666 -0.28
C 1.058 -0.715 2.540 -0.66
C -0.277 4.929 -0.646 -0.91
C -6.220 0.630 -3.646 -0.30
O 3.261 -8.458 4.076 -0.29
N -6.074 0.969 -2.355 -0.24
C -4.679 1.084 -1.916 -0.06
H -4.735 2.631 -0.733 0.61
O -7.876 0.054 -5.400 -0.35
H 0.102 4.353 3.136 0.48
H -3.090 1.738 1.847 0.23
H 5.313 0.742 0.180 0.41
H -0.032 -3.857 -1.098 0.41
H -5.839 -0.392 -3.893 0.31
H -0.040 4.680 0.535 0.05
H -6.581 1.357 -6.259 0.32
H 2.934 -2.493 2.432 0.18
C 4.045 -9.354 4.836 -0.83
H 3.542 -4.587 3.371 0.23
H 5.060 1.125 -1.675 0.39
H 2.501 -0.980 -0.662 0.20
C -0.224 -1.199 -1.330 -0.03
C 0.820 -3.173 -0.856 -0.63
H -8.462 0.065 -3.466 0.32
O 1.234 1.689 0.164 0.55
H 1.724 -3.748 -1.174 0.31
C 3.222 4.421 0.815 -0.86
H -4.099 0.047 -1.767 0.21
H 3.857 3.171 -1.337 0.36
H -1.573 1.934 0.940 -0.05
C 2.448 -6.374 3.446 -0.67
H 4.323 2.761 1.588 0.27
H -5.167 1.207 -0.082 0.58
H -4.174 1.734 -2.670 0.11
H 5.393 3.436 -0.394 0.44
H -2.109 3.296 -2.110 0.47
O -0.225 3.563 -1.179 -0.36
C -0.706 1.997 -2.931 -1.10
C 3.411 -0.412 -0.892 -0.98
H 1.308 3.459 4.148 0.28
H -7.814 0.211 -7.138 0.23
H -2.840 3.143 0.835 0.76
H -1.276 1.854 -3.754 0.71
C 4.455 2.885 -0.471 -0.84
C 1.628 -4.240 2.954 -0.84
H -8.355 1.466 -4.054 0.63
H 2.111 1.305 -0.173 0.70
H 2.265 -2.439 4.162 0.37
H 1.531 -6.703 3.761 0.39
H -1.172 -1.927 -1.525 0.31
H -5.611 1.271 -4.414 0.17
H -6.453 0.331 -1.845 0.23
H 1.911 -0.396 2.015 0.25
N 2.691 -4.970 3.649 -0.20
H 0.644 -4.338 3.300 0.40
C -7.562 0.955 -6.381 -0.63
H 2.856 4.405 2.840 0.89
H 1.291 -4.646 2.007 0.38
H 4.605 -6.828 3.964 0.29
H 3.274 -6.879 5.381 0.40
H 2.878 -6.763 2.556 0.31
H 1.082 -2.798 0.058 0.03
C 2.005 -2.732 3.110 -0.37
C -2.675 2.235 0.847 -0.99
O -3.114 1.637 -0.232 0.00
```

Orbital gap (eV): 8.7
Net charge: +1



2.
A structure of composition C3H4O, computed with the ωB97M-V functional and the def2-TZVPD basis.

Geometry as XYZ:
```
8
Properties=species:S:1:pos:R:3:mulliken_charge:R:1
H -1.330 1.080 -1.307 0.42
H 2.724 -0.597 1.143 0.39
C 0.637 -0.634 0.213 -0.22
C 1.755 -0.601 0.693 0.20
H -0.540 1.603 -0.084 0.37
H -1.377 -1.145 0.161 0.15
C -0.586 -0.741 -0.477 -0.71
O -1.284 1.035 -0.341 -0.59
```

Orbital gap (eV): 8.1



3.
A structure of composition C20H27N2O4PPb at a distorted geometry, computed with the ωB97M-V functional and the def2-TZVPD basis.

Geometry as XYZ:
```
55
Properties=species:S:1:pos:R:3:mulliken_charge:R:1
C -0.514 3.192 -2.089 -1.37
H 0.227 -2.735 3.349 0.41
P 1.159 2.883 -1.399 0.72
H 1.092 1.085 -0.318 0.45
H -1.458 2.624 -4.532 0.32
O -0.787 -0.923 8.557 -0.57
Pb -1.545 1.460 0.574 1.06
C -0.822 -1.845 6.475 -0.06
C -0.043 -2.549 -1.847 -1.43
C -1.253 -0.548 2.455 0.88
H -2.819 0.085 4.510 0.41
H 0.097 -3.405 -1.167 0.61
H -1.172 -1.512 -0.285 -0.47
C -1.105 1.876 -2.553 0.06
O -0.177 -0.316 1.778 -0.71
H -1.111 3.694 -1.314 0.37
H 2.812 4.221 -0.379 0.36
C -0.325 -2.222 4.142 -0.47
H -2.301 0.401 -5.363 0.39
N -0.277 -1.769 7.787 0.90
H -2.148 -2.390 -1.484 0.51
H 3.074 2.164 -2.644 0.40
C -1.475 -0.478 -2.168 0.59
H -2.397 -0.435 6.927 0.43
O -2.419 -0.155 2.029 -0.79
H 1.584 1.810 -3.546 0.24
N 1.198 -1.829 -1.876 0.51
C 1.666 -1.242 -3.092 -0.79
H 2.249 -1.959 -3.695 0.36
C -1.504 1.740 -3.886 -0.76
C -1.832 -0.930 6.137 -0.38
C -0.159 -2.588 5.477 -0.40
H -2.210 -1.609 -3.864 0.38
H 2.327 -0.395 -2.864 0.09
H 1.808 1.073 -0.586 -0.49
C 2.175 -2.052 -0.850 -0.91
H 2.787 -2.947 -1.059 0.31
C 1.830 4.457 -0.808 -1.26
H -0.421 3.917 -2.909 0.42
C -1.275 -1.728 -1.358 -0.05
H 2.856 -1.192 -0.795 0.32
H -0.257 -2.937 -2.863 0.45
H 1.201 4.856 -0.002 0.30
O 0.686 -2.494 8.111 -0.57
H 0.831 -0.889 -3.709 0.20
C -1.213 -1.180 3.807 0.33
C -2.037 -0.621 4.801 -0.46
C 2.085 2.554 -2.913 -1.24
H 1.955 5.223 -1.586 0.37
C -1.904 -0.618 -3.503 -0.45
C -1.951 0.495 -4.341 -0.62
C -1.212 0.793 -1.670 0.11
H 1.692 -2.196 0.126 0.13
H 2.214 3.473 -3.501 0.41
H 0.517 -3.388 5.777 0.44
```

Orbital gap (eV): 6.0



4.
An isolated molecule of C25H52BClO5SSi at a distorted geometry, computed with the ωB97M-V functional and the def2-TZVPD basis.

Geometry as XYZ:
```
86
Properties=species:S:1:pos:R:3:mulliken_charge:R:1
H -0.348 3.737 4.105 0.35
C 0.500 3.977 3.466 -0.67
H 1.909 -3.408 1.096 0.43
H -0.697 5.226 -2.297 0.41
C -0.458 -1.456 -2.426 -0.52
C -1.245 -2.929 1.028 2.56
H 2.932 -0.629 -2.221 0.34
H 0.632 -1.437 -2.347 0.03
C 1.239 3.569 1.017 -0.16
C 3.047 -0.027 -1.313 -0.72
H -1.942 -0.582 -1.094 0.67
H -0.340 -0.712 -0.391 0.42
O -5.668 -1.448 0.315 -0.58
H 1.146 0.160 -3.745 0.11
H 1.875 4.388 -0.850 0.48
H -4.446 -4.019 5.505 0.32
C 0.256 0.085 -4.371 -0.24
H 0.470 -0.657 -5.146 0.40
C 0.523 2.710 -4.393 -0.52
C -0.137 1.440 -5.046 -1.12
C -2.786 -3.195 -1.043 -1.15
H 3.843 0.709 -1.454 0.57
H 2.101 4.049 1.491 0.44
O 2.146 -1.395 1.191 -0.37
C 0.062 -2.439 1.664 -1.96
H 0.446 2.517 -1.420 -0.58
H 5.727 -0.577 1.113 0.34
H -0.526 2.688 2.018 0.30
H -1.517 3.279 -3.706 0.43
H 0.259 -3.029 2.565 0.67
C -1.077 -1.240 -1.005 -0.73
H 1.162 3.155 -5.158 0.46
H 5.135 -2.476 -1.021 0.40
H 0.671 5.054 3.525 0.33
H 1.509 2.524 0.836 -0.03
H -0.063 -1.410 2.016 0.53
H -3.113 -4.092 -0.522 0.47
H 3.507 -3.247 -1.130 0.32
H 2.111 0.525 -1.162 -0.17
H 0.528 5.285 -0.119 0.32
H -0.614 4.402 1.696 0.32
H -4.763 -3.156 3.991 0.26
H 1.389 2.321 4.614 0.32
H -0.996 3.368 -0.819 0.33
C -4.235 -4.002 4.438 -0.99
H 4.471 -3.376 0.379 0.32
H -2.234 -3.675 5.191 0.30
B -2.366 -2.464 3.405 0.44
H -2.341 -1.190 1.604 0.75
C -2.685 -3.794 4.194 -0.38
H 4.680 0.914 0.978 0.34
H 0.964 4.759 -2.718 0.40
H 4.423 -0.254 2.267 0.29
H 1.160 2.437 -3.548 0.26
C -1.412 -2.675 -0.496 -1.34
C 0.934 4.283 -0.295 -1.32
C 4.728 -0.149 1.218 -1.24
C -2.414 -2.271 1.808 -0.85
O -3.722 -2.699 1.374 -0.62
C -0.007 3.503 -1.269 0.91
Cl -1.271 -4.756 1.217 -0.20
H -2.624 -1.242 4.837 0.29
C 1.334 -2.527 0.800 -0.41
H -0.722 -2.453 -2.798 0.64
H 1.179 -2.445 -0.279 -0.03
C 4.225 -2.743 -0.479 -1.18
H -1.547 -1.013 -4.245 0.15
C -0.948 -0.455 -3.518 -1.12
C -0.045 4.376 -2.527 -1.15
H 0.120 1.423 -6.109 0.46
H -0.678 -3.327 -0.982 0.67
H -1.557 0.362 -3.128 0.47
S -4.235 -1.534 0.284 0.66
H 2.386 2.825 3.235 0.20
Si 3.476 -1.136 0.175 0.67
O -1.971 -1.349 4.140 -0.57
C 1.701 3.172 4.008 -0.92
H -0.623 4.523 -4.590 0.32
H -1.225 1.523 -4.988 0.54
H -4.520 -4.937 3.962 0.28
C 0.071 3.607 2.025 -0.60
H -2.578 -3.503 -2.071 0.52
H 2.277 3.826 4.673 0.28
H -2.214 -4.685 3.779 0.27
O -3.815 -2.212 -1.155 -0.41
C -0.528 3.724 -3.846 -0.88
```

Orbital gap (eV): 10.3



5.
A structure of composition C34H55NO6PSr at a distorted geometry, computed with the ωB97M-V functional and the def2-TZVPD basis.

Geometry as XYZ:
```
98
Properties=species:S:1:pos:R:3:mulliken_charge:R:1
H 0.546 3.841 7.390 0.36
H -2.243 4.757 2.536 0.50
P 0.587 2.303 2.354 1.56
C 0.075 4.704 1.025 -1.42
H 2.363 2.546 -2.437 0.52
H 4.255 1.581 2.624 0.60
C -0.953 -2.463 -1.148 -1.35
H 2.950 0.688 1.821 -0.18
H -0.296 -2.179 -1.972 0.25
C -0.131 -3.043 -0.005 0.32
C 0.237 2.462 5.120 -0.42
H 0.501 3.506 4.993 0.25
C -0.462 -0.173 5.444 -0.56
H -2.932 2.814 -0.477 0.33
H 1.392 3.160 -1.085 0.08
H 0.233 -4.039 -0.266 0.57
H -0.998 3.168 7.924 0.32
C -0.229 0.276 4.116 -2.19
H 0.086 2.566 -3.189 0.42
H 2.628 3.060 1.363 0.25
H -1.651 -6.622 3.817 0.40
H 3.410 -2.778 -1.881 0.47
C 2.848 3.788 3.372 -1.78
H 0.508 2.416 8.437 0.41
H -3.364 -2.289 -0.228 0.56
H 0.054 -6.641 4.278 0.36
H 1.741 -3.326 -2.062 0.35
H 2.602 3.500 4.394 0.35
H -3.442 -2.054 4.557 0.58
H -2.734 -4.492 3.558 0.42
H 4.020 1.263 -1.562 0.45
C 2.962 -0.363 -2.441 -0.89
O 2.089 1.275 -0.812 0.21
C -0.230 3.973 2.330 0.17
H 2.451 -3.574 0.265 0.47
H -1.961 3.262 3.442 0.28
C -3.020 -1.835 3.574 -2.52
C -1.993 1.603 -1.950 -0.58
C -0.659 -6.265 3.545 -1.57
H -1.677 -3.196 -1.508 0.51
O 1.954 -1.326 -2.199 -0.17
H -0.568 0.269 7.524 0.43
H 0.161 4.561 3.162 0.68
H -4.512 -0.068 0.348 0.67
C 3.229 0.565 -1.263 -0.67
H 2.081 -1.366 4.268 0.37
C 2.226 -2.567 -0.104 -0.73
H 1.148 4.854 0.885 0.30
H 2.618 0.220 -3.297 0.37
O -2.698 0.957 0.295 -0.12
O -1.608 -1.272 -0.697 0.40
C 0.175 1.636 3.987 0.65
C 0.014 2.914 7.602 -1.82
H -0.740 -1.208 5.596 0.49
C 0.605 -4.089 3.460 -0.83
H 0.432 0.858 -2.816 0.25
H -0.400 5.687 1.028 0.54
N -0.414 -0.548 3.037 3.22
H -3.479 -1.138 -1.572 0.25
C -0.028 2.011 6.396 0.04
C -0.504 -1.940 3.286 -1.05
H 2.131 -1.390 2.514 -0.21
H -2.026 0.591 -2.369 0.20
O -0.708 1.868 -1.410 0.40
H -0.762 -3.132 0.887 -0.63
H 2.394 4.756 3.155 0.33
C -1.738 3.789 2.514 -1.69
H -2.844 -0.761 3.531 0.28
C -0.365 0.660 6.533 -1.12
C 3.177 1.410 2.612 -1.23
H 2.825 -2.744 3.438 0.49
C -2.997 1.783 -0.828 -0.84
C 0.325 1.861 -2.384 -0.77
H -4.010 1.597 -1.192 0.46
H -3.205 -0.610 1.424 -0.25
H 3.581 0.001 -0.400 0.37
C -0.616 -4.761 3.483 0.77
C -3.437 -0.251 0.422 -0.78
H -2.150 3.204 1.686 0.10
C 2.413 2.714 2.380 0.55
H 3.905 -0.846 -2.717 0.39
H -0.396 -6.702 2.579 0.28
H 1.524 -4.663 3.529 0.44
C 2.371 -2.549 -1.622 -1.07
C 0.678 -2.708 3.375 0.75
H -3.774 -2.125 2.837 0.48
H 2.924 -1.868 0.355 0.35
C -1.734 -2.604 3.403 1.63
O 0.939 -2.161 0.330 0.55
Sr -0.348 0.096 0.728 1.15
C -1.770 -3.997 3.474 -1.16
C 2.013 -2.019 3.396 -1.16
C -3.023 -1.315 -0.591 -0.80
H 3.932 3.913 3.315 0.52
H 2.888 0.971 3.568 0.24
H -0.315 4.139 0.174 -0.01
C 1.608 2.280 -1.693 -0.68
H -2.228 2.313 -2.751 0.53
```

Orbital gap (eV): 6.7
Net charge: +1



6.
A structure of composition C30H20IrN5O11S3 at a distorted geometry, computed with the ωB97M-V functional and the def2-TZVPD basis.

Geometry as XYZ:
```
70
Properties=species:S:1:pos:R:3:mulliken_spin:R:1
N -1.498 -1.240 0.894 0.00
O 1.530 -0.792 1.846 -0.02
C -3.076 0.180 1.980 0.00
S 2.719 -1.050 -0.987 0.22
C -1.615 -5.366 -1.666 0.00
C 1.047 3.586 -3.394 0.00
C 2.351 2.504 3.111 0.00
C -2.255 -0.262 -2.357 0.02
S 3.419 -0.714 -3.849 0.02
H 3.177 0.504 -5.842 0.00
N 0.109 -0.665 -1.873 0.40
C -4.949 -1.166 2.696 0.00
O 2.999 4.369 4.993 0.00
H 4.310 4.272 -2.842 0.00
O 0.610 -2.843 -0.537 -0.01
O 3.444 2.870 6.470 0.00
H 3.117 0.576 5.789 0.00
C -1.769 0.024 1.269 0.00
H -1.922 0.496 -3.068 0.00
C 2.576 0.481 -4.932 0.01
C -3.710 -1.036 2.100 0.00
O 2.648 -1.698 5.574 0.00
C 2.167 4.275 -2.963 0.00
H 4.556 2.108 -3.998 0.00
N 0.927 -0.782 -2.923 0.10
C -0.351 -3.355 -1.153 0.02
C 2.446 -0.134 3.897 -0.01
H -5.434 -2.130 2.778 0.00
O 2.742 -2.400 3.547 0.00
C 1.972 0.158 2.578 0.00
C 1.684 2.035 0.812 -0.01
C 3.571 2.535 -3.847 0.00
H -2.456 0.246 -1.409 0.00
C -1.169 -1.238 -2.098 -0.02
H 0.145 -5.341 -0.466 0.00
H 2.058 5.208 -2.427 0.00
C -2.446 -3.287 -2.546 0.00
C 1.190 2.370 -4.049 -0.01
C -5.537 -0.008 3.190 0.00
H 0.059 3.981 -3.198 0.00
O 1.456 1.178 -0.145 -0.03
C 2.786 0.846 4.799 0.00
H -1.743 -6.438 -1.573 0.00
C -3.652 1.334 2.479 0.00
S -2.695 -2.265 1.321 0.00
C 3.431 3.747 -3.194 0.00
N 2.611 -1.518 4.365 0.00
C 2.719 2.166 4.405 0.00
C -4.895 1.225 3.089 0.00
H -3.416 -5.126 -2.884 0.00
O -2.247 -3.238 2.276 0.00
H -3.173 -0.729 -2.702 0.00
H -5.370 2.107 3.499 0.00
C 2.193 -0.807 -2.582 0.05
C -1.321 -2.585 -1.961 0.00
H -6.511 -0.065 3.660 0.00
C 2.449 1.833 -4.280 0.00
O -0.994 0.945 1.016 0.01
C 1.990 1.536 2.200 0.00
Ir 0.766 -0.680 -0.023 0.25
C -2.581 -4.616 -2.427 0.00
H -3.136 2.281 2.390 0.00
H 1.595 0.070 -5.158 0.00
H 0.312 1.818 -4.366 0.00
H -3.167 -2.724 -3.121 0.00
O 1.741 3.229 0.581 0.00
N 3.080 3.209 5.355 0.00
H 2.348 3.534 2.787 0.00
C -0.562 -4.782 -1.061 0.00
O -3.399 -2.756 0.160 0.00
```

Orbital gap (spin up / spin down) (eV): 6.4 / 6.6
<S²>: 0.77
Net charge: -1
Spin multiplicity: 2